[1]
{
  "formula": "C21H26N3O5",
  "method": "ωB97M-V with the def2-TZVPD basis set",
  "symbols": ["C", "C", "C", "C", "O", "C", "C", "O", "H", "H", "H", "H", "H", "H", "H", "H", "H", "C", "N", "C", "C", "C", "C", "C", "C", "C", "C", "O", "N", "C", "C", "O", "N", "C", "C", "O", "C", "C", "H", "H", "H", "H", "H", "H", "H", "H", "H", "H", "H", "H", "H", "H", "H", "H", "H"],
  "coordinates": [[0.7175, -0.5216, -2.6585], [0.8202, -1.4470, -1.4383], [-0.1280, -2.6828, -1.7801], [-0.0490, -3.9227, -0.9556], [-0.9651, -2.5817, -2.6653], [2.3133, -1.8739, -1.2070], [3.4157, -0.9197, -1.5972], [2.6247, -2.9286, -0.6830], [1.1810, 0.4504, -2.4820], [1.2155, -1.0098, -3.5098], [-0.3216, -0.3662, -2.9661], [0.9809, -4.1323, -0.6646], [-0.6632, -3.8306, -0.0492], [-0.4489, -4.7367, -1.5704], [3.0935, -0.0551, -2.1834], [3.9314, -0.5790, -0.6887], [4.1504, -1.4995, -2.1746], [-4.4805, 3.0614, -2.4710], [-4.2307, 2.5175, -1.1474], [-4.8361, 3.2811, -0.0697], [-3.1199, 1.6849, -0.9127], [-1.8054, 2.1432, -1.1450], [-0.7211, 1.3312, -0.8435], [-0.9134, 0.0189, -0.4093], [0.2846, -0.9220, -0.1524], [1.2772, -0.4612, 0.8735], [1.8412, -1.5207, 1.7284], [1.3463, -2.6459, 1.8411], [2.9783, -1.1480, 2.4786], [3.7740, -2.2004, 3.0830], [2.9801, 0.0946, 3.1378], [3.7520, 0.3899, 4.0467], [1.9959, 0.9802, 2.6840], [1.8763, 2.2068, 3.4364], [1.0189, 0.6950, 1.7124], [0.0326, 1.4463, 1.6657], [-2.2088, -0.4762, -0.2598], [-3.2999, 0.3726, -0.4240], [-4.0882, 2.3672, -3.2241], [-5.5650, 3.1749, -2.6121], [-4.0022, 4.0457, -2.6070], [-4.6026, 2.8181, 0.8967], [-4.4794, 4.3270, -0.0638], [-5.9258, 3.3006, -0.2067], [-1.6430, 3.1630, -1.5027], [0.2841, 1.7378, -0.9841], [-0.1533, -1.7729, 0.3855], [4.4009, -1.7251, 3.8360], [3.1212, -2.9551, 3.5375], [4.3937, -2.6752, 2.3139], [1.1415, 2.8267, 2.9261], [1.5300, 1.9686, 4.4482], [2.8515, 2.6920, 3.5085], [-2.3565, -1.5275, 0.0050], [-4.3166, 0.0219, -0.2358]],
  "e_homo_ev": -4.094,
  "orbital_gap_ev": 6.97,
  "charge": -1,
  "smiles": "CC(=O)C(C)(C(C)=O)[C@H](c1ccc(N(C)C)cc1)c1c([O-])n(C)c(=O)n(C)c1=O",
  "e_tot_ha": -1356.3595
}

---

[2]
{
  "formula": "C28H33N5O2",
  "method": "ωB97M-V with the def2-TZVPD basis set",
  "symbols": ["O", "C", "C", "N", "C", "C", "N", "H", "H", "H", "C", "N", "C", "O", "C", "C", "C", "C", "C", "C", "C", "C", "N", "C", "C", "C", "C", "C", "C", "C", "N", "C", "C", "C", "C", "C", "C", "C", "H", "H", "H", "H", "H", "H", "H", "H", "H", "H", "H", "H", "H", "H", "H", "H", "H", "H", "H", "H", "H", "H", "H", "H", "H", "H", "H", "H", "H", "H"],
  "coordinates": [[2.1897, -6.5283, -0.9530], [1.8671, -5.4565, -0.4710], [2.6997, -4.5465, 0.3155], [2.3148, -3.3339, 0.8331], [3.4153, -2.8730, 1.4938], [4.4624, -3.8367, 1.3545], [3.9975, -4.8707, 0.6157], [0.8482, -5.0110, -0.5710], [3.4821, -1.9340, 2.0304], [5.4681, -3.7899, 1.7527], [-1.2451, 4.9033, -1.9907], [-0.5542, 3.6347, -1.9487], [0.3799, 3.3249, -2.8935], [0.7038, 4.0400, -3.8396], [0.9364, 1.9414, -2.5525], [2.4048, 2.0169, -2.1235], [3.3093, 2.5261, -3.2288], [3.8036, 1.6392, -4.1869], [4.6156, 2.1098, -5.2237], [4.9244, 3.4722, -5.3056], [4.4229, 4.3641, -4.3494], [3.6153, 3.8880, -3.3188], [0.0308, 1.5006, -1.4829], [0.1267, 0.2691, -0.9379], [-0.6891, -0.2085, 0.0836], [-0.5952, -1.4500, 0.7083], [-1.5073, -1.8849, 1.7256], [-1.4000, -3.1833, 2.2989], [-2.2525, -3.6103, 3.2983], [-3.2739, -2.7548, 3.7881], [-4.1340, -3.1690, 4.8094], [-3.8510, -2.9233, 6.2082], [-5.4400, -3.7357, 4.5448], [-3.4041, -1.4650, 3.2274], [-2.5508, -1.0474, 2.2235], [-0.9259, 2.5396, -1.0592], [-0.7041, 2.9758, 0.3937], [-2.3768, 2.1302, -1.3418], [-0.7479, 5.5412, -2.7272], [-2.2968, 4.7809, -2.2824], [-1.2093, 5.3886, -1.0088], [0.8320, 1.2886, -3.4410], [2.4529, 2.6907, -1.2511], [2.7097, 1.0099, -1.8053], [3.5391, 0.5820, -4.1067], [5.0020, 1.4053, -5.9617], [5.5541, 3.8445, -6.1132], [4.6478, 5.4309, -4.3993], [3.2048, 4.5747, -2.5765], [0.9120, -0.3637, -1.3634], [-1.4726, 0.4634, 0.4254], [0.2207, -2.1264, 0.4331], [-0.6109, -3.8419, 1.9343], [-2.1691, -4.6059, 3.7400], [-2.8781, -2.4259, 6.2999], [-4.6303, -2.2879, 6.6600], [-3.8269, -3.8727, 6.7657], [-5.5879, -3.8182, 3.4616], [-5.5195, -4.7363, 4.9984], [-6.2361, -3.1074, 4.9764], [-4.1873, -0.8049, 3.6085], [-2.6906, -0.0427, 1.8267], [0.3254, 3.3445, 0.5076], [-1.4090, 3.7776, 0.6466], [-0.8491, 2.1469, 1.0885], [-2.4838, 1.9262, -2.4163], [-2.6593, 1.2297, -0.7955], [-3.0509, 2.9452, -1.0514]],
  "e_homo_ev": -6.247,
  "orbital_gap_ev": 3.78,
  "charge": 0,
  "e_tot_ha": -1510.9118
}

---

[3]
{
  "formula": "C3H6ClN2S",
  "method": "ωB97M-V with the def2-TZVPD basis set",
  "symbols": ["C", "C", "C", "N", "N", "S", "Cl", "H", "H", "H", "H", "H", "H"],
  "coordinates": [[-0.1973, -0.3348, 0.1321], [0.8344, 1.7723, -0.5997], [-1.4785, -1.0641, 0.4004], [0.9281, -0.8610, 0.5339], [-0.2712, 0.9114, -0.4494], [0.7453, 3.3442, -0.9512], [2.8153, 0.9419, -0.7851], [-2.2533, -0.3359, 0.5350], [-1.2069, -1.6999, 1.3017], [-1.4889, -1.7734, -0.2953], [0.9412, -1.8377, 0.8494], [1.7065, -0.5983, -0.0872], [-1.0747, 1.5353, -0.5845]],
  "e_homo_ev": -13.994,
  "orbital_gap_ev": 8.41,
  "charge": 1,
  "smiles": "C/C(N)=[NH+]/C(=S)Cl",
  "e_tot_ha": -1085.4848
}

---

[4]
{
  "formula": "C6H12N2",
  "method": "ωB97M-V with the def2-TZVPD basis set",
  "symbols": ["C", "C", "N", "H", "H", "H", "H", "H", "C", "C", "C", "C", "N", "H", "H", "H", "H", "H", "H", "H"],
  "coordinates": [[2.1145, 0.1160, 1.4650], [0.9266, 0.0586, 2.3396], [0.8316, 0.5932, 1.0038], [0.7471, 1.6038, 0.9552], [0.4282, -0.8906, 2.4776], [2.4594, -0.7875, 0.9803], [2.9031, 0.8231, 1.6926], [0.8702, 0.7218, 3.1940], [-1.5345, -1.1999, -0.4956], [-1.3778, 0.2671, -0.7845], [-0.4056, 0.6733, -1.7978], [0.3873, -0.1406, -2.4797], [-2.0327, 1.1982, -0.2295], [-2.6990, 0.8891, 0.4761], [-0.3785, 1.7396, -1.9701], [-0.5739, -1.6159, -0.2128], [-2.2397, -1.3581, 0.3153], [-1.8928, -1.7192, -1.3801], [0.3914, -1.2064, -2.3311], [1.0753, 0.2345, -3.2184]],
  "e_homo_ev": -9.357,
  "orbital_gap_ev": 10.38,
  "charge": 0,
  "smiles": "[H]/N=C(\\C)C=C.C1CN1",
  "e_tot_ha": -345.2437
}

---

[5]
{
  "formula": "C24H30Cl3N4O6PPdS",
  "method": "ωB97M-V with the def2-TZVPD basis set",
  "symbols": ["Pd", "Cl", "C", "Cl", "Cl", "C", "O", "O", "N", "C", "O", "C", "C", "C", "N", "C", "C", "H", "H", "H", "H", "H", "H", "O", "S", "C", "C", "C", "C", "C", "C", "C", "C", "C", "C", "C", "C", "C", "C", "H", "H", "H", "H", "H", "H", "H", "H", "H", "H", "H", "H", "H", "H", "N", "C", "P", "O", "O", "C", "N", "H", "H", "H", "H", "H", "H", "H", "H", "H", "H"],
  "coordinates": [[0.5880, 0.7951, 0.1507], [-3.3733, 2.5800, -2.3424], [-2.0581, 3.3676, -1.4331], [-1.1400, 4.3967, -2.5145], [-2.7453, 4.2982, -0.1055], [-1.1457, 2.3002, -0.7998], [0.0555, 2.5919, -0.5899], [-1.5902, 1.1672, -0.4758], [7.5038, 1.7890, -1.1188], [6.3792, 1.4588, -1.7721], [6.3027, 1.1820, -2.9525], [5.0972, 1.4008, -0.9770], [4.2369, 2.4878, -0.9327], [2.9585, 2.3105, -0.4449], [2.5372, 1.1187, -0.0079], [3.3819, 0.0771, 0.0249], [4.6735, 0.1905, -0.4434], [8.3684, 1.8346, -1.6356], [7.5020, 2.0467, -0.1478], [4.5273, 3.4554, -1.3185], [2.2294, 3.1084, -0.4445], [2.9822, -0.8475, 0.4109], [5.3196, -0.6769, -0.4357], [1.0831, -0.7787, 1.3621], [0.0996, -1.6920, 2.1326], [-0.2560, -0.8024, 3.6748], [-0.8583, 0.5557, 3.5102], [-0.0628, 1.6345, 3.1242], [-0.6263, 2.8915, 2.9511], [-1.9825, 3.0812, 3.1757], [-2.7746, 2.0170, 3.5828], [-2.2144, 0.7594, 3.7487], [-1.4608, -1.6016, 1.2384], [-2.3830, -2.6910, 1.7229], [-2.0477, -4.0277, 1.5150], [-2.8839, -5.0349, 1.9689], [-4.0635, -4.7150, 2.6283], [-4.4092, -3.3865, 2.8258], [-3.5690, -2.3766, 2.3777], [0.7262, -0.7704, 4.1513], [-0.8798, -1.4890, 4.2523], [1.0049, 1.4945, 3.0042], [-0.0016, 3.7298, 2.6697], [-2.4176, 4.0652, 3.0641], [-3.8249, 2.1714, 3.7918], [-2.8261, -0.0630, 4.0989], [-1.1392, -1.7478, 0.2043], [-1.8835, -0.6036, 1.3603], [-1.1301, -4.2813, 0.9955], [-2.6169, -6.0708, 1.8086], [-4.7144, -5.5022, 2.9840], [-5.3333, -3.1355, 3.3291], [-3.8458, -1.3389, 2.5198], [-2.6922, -0.5995, -2.3580], [-1.7818, -0.4514, -3.5407], [-0.0649, -0.7050, -2.8889], [-0.2720, -1.6438, -1.7522], [0.6397, 0.6104, -2.7704], [0.9187, -1.5356, -4.2438], [2.0432, -0.5825, -4.5798], [-3.6749, -0.5247, -2.6155], [-2.4720, 0.1260, -1.6439], [-2.5090, -1.5075, -1.9204], [-1.9435, 0.5312, -3.9773], [-2.0460, -1.2225, -4.2638], [0.3544, -1.7473, -5.1488], [1.3385, -2.4667, -3.8720], [2.0283, -0.2785, -5.5514], [2.9656, -0.9723, -4.3941], [1.8689, 0.2457, -3.9464]],
  "e_homo_ev": -13.717,
  "orbital_gap_ev": 7.68,
  "charge": 2,
  "e_tot_ha": -3850.6151
}

---

[6]
{
  "formula": "C4H11NO2S",
  "method": "ωB97M-V with the def2-TZVPD basis set",
  "symbols": ["O", "C", "C", "C", "C", "S", "N", "H", "H", "H", "H", "H", "H", "H", "H", "H", "H", "H", "O"],
  "coordinates": [[-2.0711, -1.5179, 1.1448], [-1.2788, -0.8147, 1.6555], [-0.9163, 0.5690, 0.9389], [-0.1276, 0.1319, -0.3372], [1.1572, 1.0479, -0.6111], [1.7005, 0.9415, -2.2849], [-2.1935, 1.2366, 0.4558], [-0.9745, -0.8349, 2.6564], [-0.3904, 1.2737, 1.6882], [0.3852, -0.8176, -0.2280], [-0.9933, 0.2300, -1.1164], [1.9388, 0.9480, 0.0897], [0.7620, 2.0424, -0.4245], [1.9416, -0.4038, -2.4260], [-2.7741, 0.7582, -0.2749], [-2.7291, 1.3970, 1.3241], [0.9610, -2.9322, 1.4964], [2.1245, -2.1609, 0.6499], [1.4322, -2.0852, 1.3622]],
  "e_homo_ev": -8.755,
  "orbital_gap_ev": 9.16,
  "charge": 0,
  "smiles": "N[C@@H](C=O)CCS.O",
  "e_tot_ha": -762.3590
}

---

Number 2 is which compound?
C28H33N5O2

---

Among the records above, which one has the lowest charge?
C21H26N3O5

---

Which formula does entry 4 have?
C6H12N2